Entry from the Open Molecules 2025 dataset: a molecular structure, C27H27IrN4O4Te (the ωB97M-V functional and the def2-TZVPD basis).

Geometry as XYZ:
```
64
Properties=species:S:1:pos:R:3
Ir 0.06 1.19 -0.58
C -0.73 4.54 -1.24
C -1.82 3.67 -0.74
N -1.80 2.36 -0.71
C -3.00 1.97 -0.14
C -3.76 3.11 0.16
N -2.99 4.13 -0.24
C -5.06 3.45 0.83
O -5.88 2.49 1.22
O -5.31 4.61 0.98
C -3.41 0.66 0.16
O -4.31 0.11 0.64
O -2.25 -0.61 -0.36
H 0.11 3.92 -1.51
H -0.42 5.25 -0.47
H -1.06 5.11 -2.12
H -3.30 5.09 -0.13
H -5.57 1.59 1.05
C 1.69 -3.01 -3.93
C 2.21 -2.86 -2.49
C 1.11 -3.15 -1.49
C 0.65 -4.46 -1.45
C -0.46 -4.83 -0.72
C -1.18 -3.85 -0.06
C -0.74 -2.53 -0.06
C -1.63 -1.55 0.60
C -2.83 -1.23 -1.54
C 0.45 -2.17 -0.71
N 0.96 -0.86 -0.62
C 2.26 -0.72 -0.46
C 2.85 0.51 -0.69
C 4.19 0.93 -0.68
C 4.18 2.26 -1.10
C 2.84 2.60 -1.33
N 2.04 1.55 -1.11
H 2.50 -2.87 -4.64
H 0.93 -2.26 -4.13
H 1.26 -3.99 -4.10
H 2.61 -1.86 -2.40
H 3.04 -3.55 -2.33
H 1.18 -5.21 -2.03
H -0.79 -5.87 -0.69
H -2.09 -4.11 0.46
H -1.14 -0.91 1.33
H -2.45 -2.08 1.08
H -2.04 -1.78 -2.06
H -3.19 -0.43 -2.18
H -3.63 -1.90 -1.26
H 2.86 -1.56 -0.12
H 5.05 0.33 -0.43
H 5.02 2.91 -1.23
H 2.44 3.54 -1.66
Te 0.39 2.43 1.74
C 1.20 0.98 3.03
C 0.35 0.26 3.87
C 0.88 -0.59 4.83
C 2.26 -0.72 4.96
C 3.10 -0.01 4.11
C 2.58 0.84 3.15
H -0.72 0.38 3.79
H 0.22 -1.14 5.49
H 2.67 -1.37 5.72
H 4.18 -0.12 4.21
H 3.24 1.40 2.50
```

Expectation value of S² ... 0.760
HOMO energy (alpha / beta) ... -9.554 / -9.840 eV
DFT total energy ... -1937.079275 Ha
F_max ... 1.88 eV/Å
Spin multiplicity ... 2
Net charge ... +1
LUMO (alpha / beta) ... -4.824 / -4.804 eV
Energy relative to the best compared isomer or geometry (same formula, charge and spin) ... 125.5 kcal per mole
Frontier orbital gap (alpha / beta) ... 4.73 / 5.04 eV

***

Entry from the Open Molecules 2025 dataset: 2 unconnected molecules or ions with the total composition C27H27N2 (the ωB97M-V functional and the def2-TZVPD basis).

Geometry as XYZ:
```
56
Properties=species:S:1:pos:R:3
C 1.09 -2.76 4.38
C 2.47 -2.62 3.72
C 2.40 -1.38 2.82
N 1.17 -0.70 3.20
C 0.79 0.42 2.55
C 1.35 0.92 1.39
C 0.54 2.03 0.80
C -0.57 2.17 1.83
C -0.40 1.25 2.88
C -1.26 1.28 3.99
C -2.35 2.16 3.97
C -2.55 3.03 2.89
C -1.65 3.04 1.82
C 0.24 -1.58 3.88
H 0.60 -3.69 4.10
H 1.17 -2.72 5.47
H 3.24 -2.49 4.47
H 2.71 -3.50 3.12
H 3.28 -0.72 2.93
H 2.37 -1.69 1.76
H 2.28 0.55 0.95
H 1.12 2.97 0.69
H 0.14 1.78 -0.20
H -1.08 0.64 4.85
H -3.05 2.17 4.82
H -3.41 3.70 2.89
H -1.78 3.72 0.97
H -0.54 -1.94 3.17
H -0.30 -1.07 4.69
C -1.52 0.61 -5.15
N -0.82 0.13 -3.95
C 0.55 0.30 -3.92
C 1.24 0.90 -4.99
C 2.62 1.07 -4.93
C 3.35 0.62 -3.82
C 2.70 0.02 -2.76
C 1.29 -0.15 -2.78
C 0.60 -0.73 -1.72
C -0.79 -0.90 -1.76
C -1.52 -0.46 -2.91
C -2.92 -0.64 -2.93
C -3.57 -1.24 -1.85
C -2.85 -1.67 -0.72
C -1.48 -1.50 -0.68
H -2.58 0.43 -5.06
H -1.36 1.69 -5.28
H -1.14 0.09 -6.04
H 0.69 1.25 -5.86
H 3.13 1.54 -5.77
H 4.43 0.76 -3.79
H 3.24 -0.34 -1.88
H 1.15 -1.10 -0.86
H -3.52 -0.32 -3.78
H -4.65 -1.37 -1.90
H -3.38 -2.13 0.11
H -0.90 -1.82 0.18
```

HOMO energy ... -9.584 eV
DFT total energy ... -1154.350352 Ha
F_max ... 1.73 eV/Å
Spin multiplicity ... 1
Net charge ... +1
LUMO ... -4.844 eV
Energy relative to the best compared isomer or geometry (same formula, charge and spin) ... 0.0 kcal per mole
Frontier orbital gap ... 4.74 eV

***

Entry from the Open Molecules 2025 dataset: 5 unconnected molecules or ions with the total composition C27H27N5O11S (the ωB97M-V functional and the def2-TZVPD basis).

Geometry as XYZ:
```
71
Properties=species:S:1:pos:R:3
C 1.05 1.26 -1.42
C 0.12 0.05 -1.06
N 0.23 -0.60 0.04
C -0.95 -0.41 -2.10
O -1.80 0.66 -2.59
S -2.31 1.56 -1.24
O -2.34 2.95 -1.78
O -3.87 1.08 -0.90
H 1.59 1.57 -0.50
H 1.71 1.05 -2.30
H 0.37 2.10 -1.73
H 0.98 -0.14 0.57
H -0.39 -0.80 -2.99
H -1.61 -1.20 -1.66
H -3.80 0.58 -0.07
C -0.55 -3.46 3.13
C -0.30 -3.57 1.76
C -0.35 -4.81 1.15
C -0.65 -5.94 1.91
C -0.89 -5.84 3.28
C -0.84 -4.59 3.88
N -0.72 -7.25 1.26
O -0.49 -7.30 0.07
O -1.02 -8.20 1.95
H -0.52 -2.48 3.60
H -0.08 -2.68 1.18
H -0.16 -4.89 0.09
H -1.12 -6.71 3.87
H -1.03 -4.50 4.95
C 4.64 1.28 -7.12
C 3.42 1.41 -6.47
C 3.22 0.84 -5.22
C 4.27 0.14 -4.63
C 5.49 0.00 -5.27
C 5.68 0.57 -6.52
N 4.08 -0.44 -3.30
O 2.99 -0.32 -2.77
O 5.02 -1.01 -2.79
H 4.79 1.73 -8.09
H 2.61 1.96 -6.94
H 2.27 0.95 -4.73
H 6.31 -0.54 -4.80
H 6.63 0.47 -7.02
C -5.76 5.56 -1.87
C -7.01 5.65 -1.27
C -7.21 5.09 -0.01
C -6.16 4.46 0.63
C -4.91 4.36 0.03
C -4.71 4.91 -1.23
N -6.36 3.90 1.96
O -7.47 3.98 2.45
O -5.41 3.38 2.51
H -5.60 5.99 -2.85
H -7.82 6.15 -1.78
H -8.19 5.16 0.45
H -4.08 3.86 0.53
H -3.74 4.84 -1.70
C 4.81 -1.25 4.07
C 3.84 -2.25 4.13
C 2.56 -1.96 4.58
C 2.25 -0.66 4.96
C 3.21 0.35 4.91
C 4.49 0.05 4.47
N 0.90 -0.35 5.40
O 0.09 -1.26 5.45
O 0.65 0.80 5.70
H 5.80 -1.48 3.72
H 4.09 -3.26 3.83
H 1.82 -2.75 4.62
H 2.97 1.36 5.21
H 5.24 0.82 4.42
```

HOMO energy ... -9.797 eV
DFT total energy ... -2544.249962 Ha
F_max ... 3.15 eV/Å
Spin multiplicity ... 1
Net charge ... 0
LUMO ... -1.026 eV
Energy relative to the best compared isomer or geometry (same formula, charge and spin) ... 14.0 kcal per mole
Frontier orbital gap ... 8.77 eV

***

Entry from the Open Molecules 2025 dataset: 2 unconnected molecules or ions with the total composition C27H27N7 (the ωB97M-V functional and the def2-TZVPD basis).

Geometry as XYZ:
```
61
Properties=species:S:1:pos:R:3
C -5.57 -1.42 -2.88
N -4.36 -1.33 -2.08
C -4.15 -2.03 -0.93
C -2.88 -1.66 -0.39
C -2.28 -1.85 0.86
C -0.92 -2.14 1.14
C 0.12 -2.27 0.18
C 1.46 -2.34 0.53
C 1.83 -2.24 1.90
N 3.14 -2.12 2.26
C 4.24 -2.28 1.33
C 3.85 -1.85 -0.08
C 2.53 -2.48 -0.50
C 3.56 -2.12 3.65
C 2.50 -1.50 4.56
C 1.15 -2.17 4.33
C 0.80 -2.25 2.88
C -0.53 -2.27 2.50
C -2.31 -0.73 -1.32
C -1.19 0.07 -1.20
C -0.93 0.95 -2.24
C -1.94 1.31 -3.15
C -3.11 0.53 -3.27
C -3.26 -0.51 -2.35
H -5.50 -0.70 -3.70
H -5.70 -2.43 -3.30
H -6.47 -1.19 -2.29
H -4.89 -2.71 -0.54
H -2.95 -1.80 1.72
H -0.13 -2.24 -0.88
H 5.08 -1.68 1.71
H 4.59 -3.34 1.32
H 3.78 -0.75 -0.08
H 4.66 -2.13 -0.75
H 2.71 -3.55 -0.69
H 2.22 -2.04 -1.46
H 3.80 -3.15 3.98
H 4.49 -1.54 3.70
H 2.82 -1.63 5.59
H 2.43 -0.43 4.35
H 1.18 -3.19 4.75
H 0.39 -1.61 4.87
H -1.29 -2.26 3.27
H -0.54 0.02 -0.33
H 0.07 1.36 -2.33
H -1.79 2.19 -3.77
H -3.86 0.70 -4.03
N 0.84 7.18 -1.27
C 0.58 5.91 -1.65
N 0.82 5.55 -2.91
C 0.59 4.28 -3.27
N 0.10 3.32 -2.47
C -0.17 3.59 -1.21
C 0.06 4.95 -0.70
N -0.23 4.94 0.62
C -0.63 3.64 0.90
N -0.61 2.80 -0.17
H 0.70 7.51 -0.33
H 1.20 7.82 -1.97
H 0.80 4.00 -4.31
H -0.92 3.34 1.91
```

HOMO energy ... -5.608 eV
DFT total energy ... -1428.292977 Ha
F_max ... 3.55 eV/Å
Spin multiplicity ... 1
Net charge ... 0
LUMO ... -2.102 eV
Frontier orbital gap ... 3.51 eV

***

Entry from the Open Molecules 2025 dataset: 4 unconnected molecules or ions with the total composition C27H28F24NO6S (the ωB97M-V functional and the def2-TZVPD basis).

Geometry as XYZ:
```
87
Properties=species:S:1:pos:R:3
C -2.44 1.46 1.35
C -1.80 2.83 1.21
S -0.02 2.87 0.83
C 0.32 1.45 -0.22
C 0.47 1.81 -1.71
N 1.37 0.86 -2.40
C 0.74 -0.31 -2.93
O 0.15 -1.01 -1.82
C -0.19 -2.30 -2.13
C 0.68 -3.33 -1.81
C 0.34 -4.64 -2.09
C -0.86 -4.92 -2.71
C -1.73 -3.89 -3.01
C -1.41 -2.57 -2.73
C -0.90 2.01 -2.44
O -0.81 2.13 -3.68
O -1.93 2.06 -1.71
H -3.51 1.60 1.53
H -2.34 0.88 0.44
H -2.04 0.92 2.22
H -2.34 3.41 0.47
H -1.87 3.35 2.17
H -0.45 0.70 -0.13
H 1.26 1.00 0.12
H 0.97 2.79 -1.77
H 1.79 1.36 -3.17
H 1.49 -0.95 -3.39
H -0.05 -0.09 -3.66
H 1.62 -3.07 -1.33
H 1.05 -5.42 -1.84
H -1.14 -5.94 -2.95
H -2.68 -4.11 -3.49
H -2.09 -1.76 -2.96
C 5.73 5.72 -1.44
C 6.01 6.73 -0.32
C 6.87 6.28 0.86
F 6.29 5.28 1.54
F 7.03 7.33 1.70
F 4.87 7.28 0.13
F 6.75 7.73 -0.91
O 4.50 5.03 -1.42
C 4.33 3.84 -0.76
C 3.25 3.94 0.33
F 3.56 4.93 1.20
F 3.22 2.77 0.99
F 5.49 3.38 -0.25
F 3.89 2.94 -1.66
H 5.68 6.33 -2.34
H 6.57 5.03 -1.55
H 7.86 5.96 0.51
H 2.27 4.15 -0.12
C 0.80 -11.16 -1.88
C -0.58 -10.50 -2.06
C -0.75 -9.49 -3.20
F 0.12 -8.47 -3.05
F -2.01 -9.01 -3.17
F -0.98 -9.95 -0.90
F -1.44 -11.52 -2.35
O 1.67 -10.59 -0.92
C 2.52 -9.57 -1.24
C 2.20 -8.29 -0.45
F 0.91 -7.93 -0.60
F 2.98 -7.30 -0.94
F 2.55 -9.34 -2.57
F 3.76 -9.94 -0.86
H 0.58 -12.15 -1.49
H 1.29 -11.29 -2.84
H -0.57 -9.97 -4.17
H 2.41 -8.44 0.61
C -5.86 4.97 5.69
C -4.78 3.87 5.66
C -3.32 4.31 5.64
F -3.04 5.03 4.54
F -2.54 3.21 5.65
F -5.02 3.00 4.67
F -4.92 3.21 6.85
O -6.49 5.30 4.47
C -6.01 6.27 3.63
C -5.65 5.71 2.25
F -4.74 4.74 2.37
F -5.12 6.72 1.51
F -4.99 6.96 4.17
F -7.02 7.16 3.43
H -6.66 4.53 6.28
H -5.51 5.85 6.22
H -3.09 4.91 6.53
H -6.54 5.33 1.75
```

HOMO energy ... -4.274 eV
DFT total energy ... -4346.887019 Ha
F_max ... 0.71 eV/Å
Spin multiplicity ... 1
Net charge ... -1
LUMO ... 1.750 eV
Frontier orbital gap ... 6.02 eV

***

Entry from the Open Molecules 2025 dataset: C27H28F2N4O4S in the gas phase (the ωB97M-V functional and the def2-TZVPD basis).

Geometry as XYZ:
```
66
Properties=species:S:1:pos:R:3
C -5.69 -0.77 2.50
H -6.11 -0.45 1.55
H -6.52 -1.00 3.16
C -4.82 -2.01 2.31
N -3.69 -1.76 1.43
C -3.77 -2.16 0.14
O -4.78 -2.68 -0.31
C -2.59 -1.90 -0.74
C -1.31 -2.35 -0.44
C -0.28 -2.10 -1.32
C -0.48 -1.43 -2.51
C -1.77 -1.02 -2.83
C -2.81 -1.25 -1.95
H -3.81 -0.93 -2.20
H -1.95 -0.50 -3.76
H 0.35 -1.25 -3.16
S 1.37 -2.66 -0.89
O 1.35 -3.09 0.48
O 1.82 -3.60 -1.87
N 2.24 -1.25 -1.13
C 2.00 -0.23 -0.13
H 0.94 -0.23 0.13
C 2.86 -0.47 1.12
N 4.27 -0.57 0.77
C 5.06 0.56 0.68
C 4.56 1.86 0.86
C 5.39 2.96 0.84
C 6.75 2.81 0.63
C 7.27 1.54 0.47
C 6.44 0.44 0.49
H 6.89 -0.54 0.39
H 8.33 1.40 0.32
H 7.40 3.68 0.61
H 4.97 3.94 0.97
H 3.50 2.02 1.01
C 4.46 -1.67 -0.16
H 5.51 -1.78 -0.42
C 3.64 -1.43 -1.43
H 3.71 -2.29 -2.10
H 4.00 -0.53 -1.95
H 4.12 -2.59 0.32
H 2.71 0.31 1.86
H 2.56 -1.42 1.56
H 2.24 0.74 -0.58
H -1.09 -2.92 0.45
C -2.56 -1.05 2.00
H -2.86 -0.66 2.97
H -1.70 -1.71 2.17
C -2.07 0.14 1.18
O -0.92 0.51 1.19
N -3.08 0.77 0.51
C -2.99 1.88 -0.32
C -4.08 2.76 -0.38
C -4.11 3.89 -1.16
C -3.00 4.18 -1.94
C -1.91 3.33 -1.94
C -1.91 2.20 -1.15
F -0.86 1.37 -1.23
H -1.04 3.53 -2.55
H -2.99 5.07 -2.56
H -4.98 4.52 -1.15
F -5.15 2.46 0.39
H -4.03 0.48 0.73
H -4.45 -2.37 3.27
H -5.41 -2.80 1.84
H -5.13 0.06 2.94
```

HOMO energy ... -7.476 eV
DFT total energy ... -2163.597683 Ha
F_max ... 1.05 eV/Å
Spin multiplicity ... 1
Net charge ... 0
LUMO ... 0.300 eV
Energy relative to the best compared isomer or geometry (same formula, charge and spin) ... 0.0 kcal per mole
Frontier orbital gap ... 7.78 eV

***

Entry from the Open Molecules 2025 dataset: a molecular structure, C27H28F4I2NO7P2S2 (the ωB97M-V functional and the def2-TZVPD basis).

Geometry as XYZ:
```
73
Properties=species:S:1:pos:R:3
C 2.35 -3.02 1.25
C 0.85 -3.20 1.03
I -0.23 -3.12 2.89
C 0.25 -2.31 -0.05
I 1.32 -2.79 -1.88
S 0.35 -0.48 0.20
O 0.73 -0.22 1.56
O 1.31 -0.01 -0.76
N -1.06 0.11 -0.28
S -2.22 0.38 0.79
O -2.28 1.74 1.22
O -2.35 -0.64 1.80
P -3.85 0.23 -0.63
P -3.61 -1.75 -1.46
O -4.90 -2.28 -1.90
O -2.58 -1.58 -2.66
O -2.85 -2.75 -0.46
H 2.87 -3.71 0.59
H 2.68 -2.02 0.99
H 2.63 -3.28 2.27
H 0.66 -4.22 0.70
H -0.78 -2.57 -0.25
H -4.95 0.02 0.23
H -1.67 -1.74 -2.39
H -3.52 -3.33 -0.08
F 2.66 -6.06 2.01
C 2.63 -6.47 3.29
C 3.80 -6.46 4.02
C 3.76 -6.88 5.34
C 2.56 -7.31 5.91
C 1.40 -7.30 5.15
C 1.43 -6.88 3.83
H 4.72 -6.13 3.56
H 4.66 -6.88 5.94
H 2.54 -7.63 6.94
H 0.47 -7.63 5.58
H 0.54 -6.85 3.22
F -0.83 0.57 -5.18
C -0.56 1.78 -4.64
C -0.83 2.91 -5.39
C -0.56 4.15 -4.84
C -0.03 4.25 -3.56
C 0.23 3.10 -2.83
C -0.04 1.85 -3.37
H -1.24 2.81 -6.39
H -0.77 5.05 -5.41
H 0.18 5.22 -3.13
H 0.65 3.16 -1.83
H 0.15 0.94 -2.81
F 3.16 -0.55 5.07
C 3.69 0.55 4.51
C 2.92 1.27 3.62
C 3.46 2.41 3.05
C 4.76 2.81 3.36
C 5.51 2.06 4.26
C 4.97 0.92 4.84
H 1.91 0.94 3.37
H 2.87 2.99 2.35
H 5.18 3.70 2.91
H 6.52 2.36 4.50
H 5.54 0.33 5.55
F -2.79 7.55 -4.17
C -3.78 6.66 -4.40
C -4.80 7.02 -5.26
C -5.82 6.10 -5.49
C -5.80 4.86 -4.86
C -4.77 4.53 -4.00
C -3.74 5.44 -3.77
H -4.79 7.99 -5.73
H -6.62 6.36 -6.16
H -6.60 4.15 -5.05
H -4.75 3.57 -3.51
H -2.92 5.19 -3.11
```

HOMO energy ... -6.533 eV
DFT total energy ... -4101.184023 Ha
F_max ... 1.42 eV/Å
Spin multiplicity ... 1
Net charge ... -1
LUMO ... 2.158 eV
Frontier orbital gap ... 8.69 eV

***

Number 1 is which compound? C27H27IrN4O4Te

***

What did the third record say?
Entry from the Open Molecules 2025 dataset: 5 unconnected molecules or ions with the total composition C27H27N5O11S (the ωB97M-V functional and the def2-TZVPD basis).

Geometry as XYZ:
```
71
Properties=species:S:1:pos:R:3
C 1.05 1.26 -1.42
C 0.12 0.05 -1.06
N 0.23 -0.60 0.04
C -0.95 -0.41 -2.10
O -1.80 0.66 -2.59
S -2.31 1.56 -1.24
O -2.34 2.95 -1.78
O -3.87 1.08 -0.90
H 1.59 1.57 -0.50
H 1.71 1.05 -2.30
H 0.37 2.10 -1.73
H 0.98 -0.14 0.57
H -0.39 -0.80 -2.99
H -1.61 -1.20 -1.66
H -3.80 0.58 -0.07
C -0.55 -3.46 3.13
C -0.30 -3.57 1.76
C -0.35 -4.81 1.15
C -0.65 -5.94 1.91
C -0.89 -5.84 3.28
C -0.84 -4.59 3.88
N -0.72 -7.25 1.26
O -0.49 -7.30 0.07
O -1.02 -8.20 1.95
H -0.52 -2.48 3.60
H -0.08 -2.68 1.18
H -0.16 -4.89 0.09
H -1.12 -6.71 3.87
H -1.03 -4.50 4.95
C 4.64 1.28 -7.12
C 3.42 1.41 -6.47
C 3.22 0.84 -5.22
C 4.27 0.14 -4.63
C 5.49 0.00 -5.27
C 5.68 0.57 -6.52
N 4.08 -0.44 -3.30
O 2.99 -0.32 -2.77
O 5.02 -1.01 -2.79
H 4.79 1.73 -8.09
H 2.61 1.96 -6.94
H 2.27 0.95 -4.73
H 6.31 -0.54 -4.80
H 6.63 0.47 -7.02
C -5.76 5.56 -1.87
C -7.01 5.65 -1.27
C -7.21 5.09 -0.01
C -6.16 4.46 0.63
C -4.91 4.36 0.03
C -4.71 4.91 -1.23
N -6.36 3.90 1.96
O -7.47 3.98 2.45
O -5.41 3.38 2.51
H -5.60 5.99 -2.85
H -7.82 6.15 -1.78
H -8.19 5.16 0.45
H -4.08 3.86 0.53
H -3.74 4.84 -1.70
C 4.81 -1.25 4.07
C 3.84 -2.25 4.13
C 2.56 -1.96 4.58
C 2.25 -0.66 4.96
C 3.21 0.35 4.91
C 4.49 0.05 4.47
N 0.90 -0.35 5.40
O 0.09 -1.26 5.45
O 0.65 0.80 5.70
H 5.80 -1.48 3.72
H 4.09 -3.26 3.83
H 1.82 -2.75 4.62
H 2.97 1.36 5.21
H 5.24 0.82 4.42
```

HOMO energy ... -9.797 eV
DFT total energy ... -2544.249962 Ha
F_max ... 3.15 eV/Å
Spin multiplicity ... 1
Net charge ... 0
LUMO ... -1.026 eV
Energy relative to the best compared isomer or geometry (same formula, charge and spin) ... 14.0 kcal per mole
Frontier orbital gap ... 8.77 eV

***

Among the records above, which one has the highest F_max? C27H27N7